# 1
# C4H7NS2

C4H7NS2 in the gas phase (ωB97M-V/def2-TZVPD, the OMol25 dataset).

Results
SMILES: C=CC(=S)N(C)S
HOMO-LUMO gap, eV: 7.97
HOMO, Eh: -0.3030
Max |F|, eV/Å: 4.788
E_LUMO, eV: -0.273

The geometry in ORCA input format:
```
! RIJCOSX wB97M-V def2-TZVPD def2/J DEFGRID3
* xyz 0 1
C -1.55952 2.14015 0.04062
C -0.65832 1.24501 -0.35864
C -0.62904 -0.20851 -0.19936
S -2.06690 -1.15134 0.00022
N 0.61205 -0.69477 -0.29096
C 0.93370 -2.03897 -0.06599
S 2.02385 0.53281 -0.00453
H -2.50056 2.13034 0.79258
H -1.53224 3.27380 -0.39602
H 0.40839 1.63532 -0.78072
H 2.01044 -2.40214 -0.68275
H 1.03450 -2.16959 1.15063
H 0.08563 -2.80424 -0.47837
H 1.83801 0.51213 1.27330
*
```

# 2
# C4H7NS2

C4H7NS2 in the gas phase (ωB97M-V/def2-TZVPD, the OMol25 dataset).

Results
SMILES: CSC(=S)/C=C\N
HOMO-LUMO gap, eV: 8.14
HOMO, Eh: -0.3019
Max |F|, eV/Å: 2.523
E_LUMO, eV: -0.074

The geometry in ORCA input format:
```
! RIJCOSX wB97M-V def2-TZVPD def2/J DEFGRID3
* xyz 0 1
C 2.32367 1.34155 0.03405
S 0.61974 0.87866 -0.06067
C 0.53563 -0.92083 -0.06403
S 1.90186 -1.80428 -0.01811
C -0.78608 -1.48006 -0.07933
C -2.01344 -0.89331 -0.00979
N -2.27275 0.48409 -0.04660
H 2.86471 0.91637 -0.83975
H 2.84152 1.04976 0.97152
H 2.44484 2.38523 -0.11632
H -0.77060 -2.53467 -0.05610
H -2.91347 -1.46923 0.24195
H -1.55917 1.22456 -0.20487
H -3.21646 0.82217 0.24805
*
```

# 3
# C4H7NS2

C4H7NS2 in the gas phase (ωB97M-V/def2-TZVPD, the OMol25 dataset).

Results
SMILES: S=CC1(S)CNC1
HOMO-LUMO gap, eV: 8.52
HOMO, Eh: -0.3334
Max |F|, eV/Å: 1.664
E_LUMO, eV: -0.556

The geometry in ORCA input format:
```
! RIJCOSX wB97M-V def2-TZVPD def2/J DEFGRID3
* xyz 0 1
S -2.43988 -1.23616 -0.19256
C -0.98745 -1.21441 0.49835
C 0.25742 -0.44585 0.05768
S 1.61356 -1.70460 -0.12706
C 0.31378 0.80910 0.94376
N -0.29957 1.56015 -0.18830
C 0.03700 0.49905 -1.13395
H -0.91456 -1.71188 1.42071
H 2.46276 -0.89730 -0.79641
H -0.24062 0.76464 1.88094
H 1.30632 1.17517 1.18098
H -1.28564 1.54724 -0.07635
H -0.74746 0.14057 -1.75001
H 0.92432 0.71428 -1.71776
*
```

# 4
# C4H7NSi2

C4H7NSi2 in the gas phase (ωB97M-V/def2-TZVPD, the OMol25 dataset).

Results
SMILES: C#C[SiH2]N[SiH2]C#C
HOMO-LUMO gap, eV: 10.48
HOMO, Eh: -0.3635
Max |F|, eV/Å: 3.037
E_LUMO, eV: 0.588

The geometry in ORCA input format:
```
! RIJCOSX wB97M-V def2-TZVPD def2/J DEFGRID3
* xyz 0 1
C 0.96383 -2.45436 -0.09949
C 0.12012 -1.92454 0.56987
Si -1.06840 -0.77973 1.41917
N -1.08543 0.88269 0.79497
Si 0.26294 1.69328 0.08665
C 0.74109 1.06594 -1.66172
C 1.04291 0.58887 -2.71471
H 1.72659 -3.23910 -0.34045
H -0.92169 -0.94247 3.00145
H -2.44247 -1.22791 0.91939
H -1.97425 1.37520 0.47591
H 1.13335 1.60881 1.29118
H -0.10440 3.07269 -0.12273
H 1.60580 0.28064 -3.61948
*
```

# 5
# C4H7O2

A gas-phase ion, C4H7O2 (charge -1) (ωB97M-V/def2-TZVPD, the OMol25 dataset).

Results
SMILES: CCCC(=O)[O-]
HOMO-LUMO gap, eV: 7.86
HOMO, Eh: -0.1392
Max |F|, eV/Å: 0.774
E_LUMO, eV: 4.076

The geometry in ORCA input format:
```
! RIJCOSX wB97M-V def2-TZVPD def2/J DEFGRID3
* xyz -1 1
C 2.15574 -1.02894 -1.03242
C 0.99395 -1.01598 -0.04167
C 0.50186 0.39667 0.34743
C -1.03134 0.55342 0.33740
O -1.51365 1.31491 1.20299
O -1.64266 -0.07159 -0.56115
H 1.87242 -0.63474 -2.01218
H 3.04368 -0.48722 -0.69558
H 2.45859 -2.06853 -1.21480
H 0.12255 -1.50389 -0.48134
H 1.34362 -1.55392 0.84029
H 0.89314 0.65077 1.33261
H 0.86850 1.12283 -0.38381
*
```

# 6
# C4H7O2

A gas-phase ion, C4H7O2 (charge -1) (ωB97M-V/def2-TZVPD, the OMol25 dataset).

Results
SMILES: CCCC(=O)[O-]
HOMO-LUMO gap, eV: 8.04
HOMO, Eh: -0.1387
Max |F|, eV/Å: 1.797
E_LUMO, eV: 4.263

The geometry in ORCA input format:
```
! RIJCOSX wB97M-V def2-TZVPD def2/J DEFGRID3
* xyz -1 1
C -0.53182 1.59359 1.31529
C -0.25660 1.52980 -0.15815
C -0.57823 0.15277 -0.72052
C 0.33584 -1.03337 -0.24747
O -0.25149 -2.12721 -0.07635
O 1.55126 -0.72761 -0.20271
H -1.60411 1.62033 1.52774
H 0.00092 0.83632 1.88606
H -0.14569 2.53263 1.75712
H -0.82683 2.30203 -0.71705
H 0.73136 1.81872 -0.51095
H -1.62599 -0.09381 -0.47587
H -0.53058 0.13622 -1.81465
*
```

# 7
# C4H7O2

2 unconnected molecules or ions with the total composition C4H7O2 (ωB97M-V/def2-TZVPD, the OMol25 dataset).

Results
HOMO-LUMO gap, eV: 7.45
HOMO, Eh: -0.5413
Max |F|, eV/Å: 4.189
E_LUMO, eV: -7.275

The geometry in ORCA input format:
```
! RIJCOSX wB97M-V def2-TZVPD def2/J DEFGRID3
* xyz 1 1
C -1.51237 0.22917 0.04209
C 2.50523 -0.05071 -0.23696
C 3.62838 0.36181 0.08584
C -2.41911 -0.95903 -0.04003
O -2.02814 1.41555 0.00300
O -0.29407 0.07517 0.01370
H -1.37356 2.11255 0.22482
H 1.36674 -0.31229 -0.40456
H 4.22679 -0.07340 0.99609
H 4.04393 1.13510 -0.46295
H -2.04419 -1.81070 -0.74154
H -2.64910 -1.31720 0.86773
H -3.45052 -0.80601 -0.34723
*
```

# 8
# C4H7O2Pb

A molecular structure, C4H7O2Pb (ωB97M-V/def2-TZVPD, the OMol25 dataset).

Results
HOMO-LUMO gap (spin up / spin down), eV: 5.34 / 4.54
HOMO (spin up / spin down), Eh: -0.2433 / -0.2127
Max |F|, eV/Å: 3.093
E_LUMO (spin up / spin down), eV: -1.281 / -1.245

The geometry in ORCA input format:
```
! RIJCOSX wB97M-V def2-TZVPD def2/J DEFGRID3
* xyz 0 2
O 1.88494 0.18945 1.64276
C 0.91318 0.91724 1.30595
C -0.34251 0.40086 0.86677
H -1.15412 1.13768 0.84184
H 1.18092 1.94168 0.98545
H -0.65620 -0.45748 1.47125
Pb 3.78921 -0.38217 0.88055
C -0.96355 -0.99186 -1.44942
C -0.09473 0.06975 -0.93660
O -2.09062 -1.36979 -0.66285
H -0.37848 -1.91780 -1.60268
H -0.21497 1.12604 -1.21689
H 0.85426 -0.01244 -1.48845
H -2.72733 -0.65117 -0.63768
*
```

The following ΔE to the lowest compared entry with this formula, charge and spin values (in eV) correspond, in order, to the records above: 3.895 0.645 1.794 0.100 0.075 0.146 3.045 3.526.